1.
ORCA calculation (ωB97M-V/def2-TZVPD) on a gas-phase ion, C4H7INO (charge +1) at a distorted geometry.

Results
Net charge ... +1
HOMO-LUMO gap ... 8.49 eV
HOMO energy ... -14.194 eV
SMILES ... C=[N+](C)[C@@H](I)C=O
Energy relative to the best compared isomer or geometry (same formula, charge and spin) ... 128.33 kJ/mol
Strongest force on any atom ... 0.0722 hartree/bohr
Molar mass ... 212.01 u

Element x y z (Å)
C (0.669, -0.856, -1.147)
C (-1.944, -0.244, -0.137)
C (1.464, 0.124, 0.962)
C (-0.755, 0.596, 0.172)
N (0.447, -0.130, -0.092)
O (-1.876, -1.225, -0.800)
I (-0.819, 2.512, -0.897)
H (-0.029, -1.224, -1.873)
H (1.613, -1.140, -1.335)
H (-2.843, 0.153, 0.357)
H (1.690, 1.210, 0.718)
H (2.291, -0.620, 1.060)
H (0.867, -0.056, 1.848)
H (-0.774, 0.900, 1.165)

---

2.
ORCA calculation (ωB97M-V/def2-TZVPD) on C5H8O2 in the gas phase.

Results
Net charge ... 0
HOMO-LUMO gap ... 10.96 eV
HOMO energy ... -10.161 eV
SMILES ... C#C[C@H](O)CCO
Energy relative to the best compared isomer or geometry (same formula, charge and spin) ... 248.81 kJ/mol
Strongest force on any atom ... 0.0098 hartree/bohr
Molar mass ... 100.12 u

Element x y z (Å)
O (-0.797, 0.360, 1.891)
C (-0.994, -0.750, 1.043)
C (-1.093, -0.366, -0.433)
C (0.212, 0.122, -1.106)
O (-0.071, 1.376, -1.703)
C (1.361, 0.227, -0.178)
C (2.318, 0.316, 0.550)
H (0.094, 0.693, 1.719)
H (-1.943, -1.199, 1.351)
H (-0.210, -1.511, 1.188)
H (-1.807, 0.458, -0.525)
H (-1.491, -1.215, -1.001)
H (0.507, -0.603, -1.881)
H (0.742, 1.706, -2.108)
H (3.171, 0.385, 1.191)

---

3.
ORCA calculation (ωB97M-V/def2-TZVPD) on a molecular structure, C31H17F6I2N5O5PtS2Se.

Results
Net charge ... -2
HOMO-LUMO gap (spin up / spin down) ... 4.38 / 5.71 eV
2S+1 ... 3
HOMO energy (spin up / spin down) ... -0.939 / -2.271 eV
Energy relative to the best compared isomer or geometry (same formula, charge and spin) ... 122.76 kJ/mol
Strongest force on any atom ... 0.0137 hartree/bohr
Molar mass ... 1245.48 u

Element x y z (Å)
Pt (0.392, -0.550, 0.224)
I (1.426, 0.326, 5.863)
C (2.651, 0.113, 4.188)
C (4.020, 0.235, 4.322)
C (4.840, 0.099, 3.225)
I (6.909, 0.302, 3.529)
C (4.301, -0.145, 1.942)
C (5.091, -0.248, 0.777)
C (4.507, -0.464, -0.435)
C (3.120, -0.582, -0.505)
N (2.354, -0.490, 0.565)
C (2.889, -0.267, 1.799)
C (1.975, -0.146, 2.956)
O (0.747, -0.258, 2.864)
H (4.446, 0.440, 5.295)
H (6.165, -0.150, 0.856)
H (5.092, -0.531, -1.342)
H (2.613, -0.750, -1.443)
C (0.605, 1.424, 0.240)
C (1.339, 2.412, 0.297)
C (2.223, 3.469, 0.441)
C (2.773, 4.126, -0.735)
C (3.446, 5.358, -0.673)
C (4.015, 5.922, -1.802)
C (3.920, 5.289, -3.035)
C (3.206, 4.097, -3.126)
C (2.633, 3.532, -2.002)
C (2.673, 3.784, 1.811)
C (1.778, 3.655, 2.879)
C (2.184, 3.894, 4.180)
C (3.500, 4.247, 4.452)
C (4.409, 4.342, 3.407)
C (4.001, 4.113, 2.102)
H (3.505, 5.881, 0.273)
H (4.534, 6.870, -1.720)
H (4.390, 5.718, -3.912)
H (3.102, 3.602, -4.084)
H (2.072, 2.608, -2.073)
H (0.764, 3.338, 2.671)
H (1.476, 3.776, 4.989)
H (3.821, 4.414, 5.473)
H (5.449, 4.568, 3.610)
H (4.732, 4.138, 1.302)
F (-1.710, 1.455, 2.121)
C (-2.673, 1.447, 1.225)
F (-2.410, 2.341, 0.270)
F (-3.821, 1.800, 1.820)
S (-2.920, -0.198, 0.424)
O (-1.678, -0.504, -0.303)
O (-4.024, 0.010, -0.469)
N (-3.304, -1.010, 1.696)
S (-3.034, -2.529, 2.050)
O (-3.540, -2.773, 3.365)
O (-1.757, -3.030, 1.665)
C (-4.225, -3.408, 0.950)
F (-5.474, -2.968, 1.136)
F (-3.909, -3.227, -0.334)
F (-4.205, -4.718, 1.209)
Se (2.733, -4.753, 2.090)
N (1.735, -5.818, 1.027)
C (0.994, -5.001, 0.286)
C (0.061, -5.408, -0.681)
C (-0.622, -4.423, -1.389)
C (-0.390, -3.089, -1.133)
N (0.490, -2.631, -0.214)
C (1.185, -3.558, 0.512)
N (2.068, -3.221, 1.422)
H (-0.118, -6.462, -0.845)
H (-1.357, -4.688, -2.138)
H (-0.929, -2.330, -1.681)

---

4.
ORCA calculation (ωB97M-V/def2-TZVPD) on a molecular structure, C24H86N6O16 at a distorted geometry.

Results
Net charge ... 0
HOMO-LUMO gap ... 6.40 eV
HOMO energy ... -6.448 eV
Energy relative to the best compared isomer or geometry (same formula, charge and spin) ... 4574.65 kJ/mol
Strongest force on any atom ... 0.3509 hartree/bohr
Molar mass ... 714.98 u

Element x y z (Å)
C (1.207, -5.002, -1.691)
C (0.231, -3.879, -1.814)
C (-0.931, -4.292, -2.784)
O (-1.737, -3.091, -2.929)
C (-2.876, -3.369, -3.679)
N (-0.240, -3.636, -0.504)
H (0.739, -5.960, -1.466)
H (2.021, -4.819, -0.990)
H (1.777, -5.174, -2.603)
H (0.596, -2.913, -2.164)
H (-1.465, -5.071, -2.240)
H (-0.554, -4.549, -3.774)
H (-3.469, -2.466, -3.820)
H (-3.547, -4.110, -3.245)
H (-2.525, -3.648, -4.673)
H (0.626, -3.573, 0.012)
H (-0.606, -2.695, -0.545)
C (-2.369, -3.236, 2.226)
C (-3.304, -3.295, 3.472)
C (-2.879, -2.406, 4.613)
O (-1.566, -2.791, 5.095)
C (-1.614, -3.856, 5.969)
N (-4.541, -2.710, 2.943)
H (-2.772, -3.908, 1.468)
H (-1.378, -3.617, 2.474)
H (-2.270, -2.220, 1.844)
H (-3.440, -4.318, 3.824)
H (-3.534, -2.416, 5.484)
H (-2.797, -1.363, 4.307)
H (-2.513, -4.100, 6.536)
H (-0.892, -3.751, 6.779)
H (-1.380, -4.752, 5.395)
H (-5.190, -2.626, 3.712)
H (-4.372, -1.719, 2.849)
C (0.412, 0.696, -1.556)
C (0.246, -0.236, -0.341)
C (-1.085, 0.043, 0.380)
O (-1.119, -0.888, 1.440)
C (-1.770, -0.356, 2.576)
N (0.263, -1.610, -0.877)
H (-0.437, 0.704, -2.240)
H (1.281, 0.381, -2.133)
H (0.594, 1.714, -1.212)
H (1.156, -0.152, 0.254)
H (-1.821, -0.338, -0.327)
H (-1.342, 1.076, 0.614)
H (-1.884, -1.152, 3.311)
H (-2.803, -0.065, 2.386)
H (-1.159, 0.404, 3.064)
H (0.156, -2.072, 0.015)
H (1.153, -1.883, -1.268)
C (-0.888, 3.110, -0.069)
C (0.633, 3.221, 0.201)
C (1.323, 4.431, -0.476)
O (1.002, 4.515, -1.863)
C (1.689, 5.617, -2.457)
N (0.732, 3.405, 1.642)
H (-1.038, 2.784, -1.098)
H (-1.378, 4.080, 0.020)
H (-1.486, 2.363, 0.453)
H (1.078, 2.311, -0.202)
H (2.411, 4.409, -0.419)
H (1.138, 5.413, -0.041)
H (1.792, 5.313, -3.499)
H (2.712, 5.798, -2.127)
H (1.067, 6.504, -2.337)
H (0.217, 4.262, 1.783)
H (1.711, 3.561, 1.837)
C (1.643, 1.007, -3.871)
C (2.496, 2.275, -4.232)
C (3.011, 2.329, -5.654)
O (3.780, 3.474, -5.993)
C (4.443, 3.327, -7.259)
N (1.641, 3.460, -3.893)
H (0.706, 0.931, -4.423)
H (1.400, 0.974, -2.809)
H (2.246, 0.135, -4.125)
H (3.422, 2.184, -3.663)
H (2.211, 2.280, -6.393)
H (3.588, 1.410, -5.764)
H (4.660, 4.301, -7.698)
H (3.796, 2.872, -8.009)
H (5.375, 2.762, -7.228)
H (0.870, 3.493, -4.545)
H (2.121, 4.327, -4.089)
C (1.428, 0.738, 4.320)
C (1.542, -0.121, 3.050)
C (2.577, 0.402, 2.048)
O (2.402, 1.776, 1.778)
C (3.141, 2.198, 0.663)
N (1.908, -1.439, 3.524)
H (0.996, 1.707, 4.070)
H (2.433, 0.959, 4.680)
H (0.894, 0.271, 5.147)
H (0.606, -0.368, 2.550)
H (2.572, -0.321, 1.233)
H (3.572, 0.238, 2.463)
H (4.162, 2.406, 0.983)
H (2.795, 3.174, 0.324)
H (3.027, 1.564, -0.216)
H (2.905, -1.364, 3.671)
H (1.468, -1.607, 4.417)
O (-1.435, 1.955, -2.804)
H (-0.582, 2.221, -2.460)
H (-1.253, 1.161, -3.307)
O (-3.987, 1.228, 1.877)
H (-4.765, 1.780, 1.797)
H (-3.252, 1.834, 1.785)
O (0.544, -2.279, 1.683)
H (0.997, -1.771, 2.356)
H (-0.233, -1.761, 1.474)
O (-1.324, 1.866, 3.375)
H (-1.076, 2.723, 3.722)
H (-0.539, 1.554, 2.923)
O (-1.534, -1.373, -2.092)
H (-0.897, -1.476, -1.385)
H (-1.716, -2.267, -2.383)
O (-2.388, 0.207, 4.209)
H (-1.686, -0.370, 4.509)
H (-1.935, 0.975, 3.862)
O (-1.199, -0.126, -3.788)
H (-0.935, -0.879, -4.317)
H (-1.429, -0.500, -2.937)
O (0.376, 1.606, 1.911)
H (0.273, 2.541, 1.733)
H (1.299, 1.428, 1.732)
O (-3.929, -0.578, 2.981)
H (-4.018, 0.184, 2.409)
H (-3.262, -0.323, 3.618)
O (2.074, -2.331, -0.773)
H (2.896, -2.772, -0.558)
H (2.089, -2.247, -1.726)